A 11-piece molecular cluster, C37H64Cl2O30 overall at a distorted geometry, computed with the ωB97M-V functional and the def2-TZVPD basis.

Calculated values
Energy relative to the best compared isomer or geometry (same formula, charge and spin) ... 125.61 kcal per mole
DFT total energy ... -4625.714156 Ha
Lowest unoccupied orbital energy ... 0.0 eV
2S+1 ... 1
SMILES string ... CCOC(=O)OC.CCOC(=O)OC.CCOC(=O)OC.CCOC(=O)OC.CCOC(=O)OC.O=C1OCCO1.O=C1OCCO1.O=C1OCCO1.O=C1OCCO1.O=C1OCCO1.ClCCCl

Structure (XYZ):
```
133
Properties=species:S:1:pos:R:3:forces:R:3
C -8.47232 -0.41745 -13.61332 0.8672 -0.4522 1.3336
C -7.12400 -0.57559 -12.86383 0.6028 1.3613 -1.7306
O -7.23291 -0.21295 -11.51892 -2.9716 -0.6437 -0.6894
C -6.31315 -0.51705 -10.68072 3.4271 1.1087 -0.1031
O -5.19872 -0.98011 -10.92072 -1.9061 -0.1007 0.4535
O -6.68292 0.11195 -9.57587 0.8701 -0.1483 1.9758
C -5.58388 0.43214 -8.70457 0.1589 0.3697 0.6360
H -9.01885 -1.30695 -13.29999 -0.6276 0.1573 -0.7259
H -8.30795 -0.28309 -14.68245 0.0085 -0.6375 0.0436
H -9.00197 0.48303 -13.30236 0.0941 -0.0820 0.3270
H -6.46115 0.20793 -13.23102 0.4188 -0.3076 -0.5926
H -6.62555 -1.53951 -12.96632 -0.2755 -0.0411 -0.1198
H -4.93371 1.18730 -9.14630 -0.0075 -0.1696 -0.4211
H -4.97220 -0.42027 -8.40897 -0.2610 -0.1299 -0.2579
H -5.97758 0.90712 -7.80596 -0.4003 -0.2875 -0.1254
C 11.96902 -4.29674 0.05163 0.9910 0.9849 0.7506
C 11.49945 -2.87088 0.30486 -0.3147 -0.8974 1.1203
O 10.89549 -2.44055 -0.87581 -1.0819 0.0891 -0.9654
C 10.59456 -1.16316 -1.07231 1.0403 -0.0680 -1.1738
O 11.16027 -0.24001 -0.54015 -1.1005 0.0822 -0.1150
O 9.72979 -1.15001 -2.12669 0.3249 0.0445 0.9170
C 9.29674 0.12633 -2.59674 0.2023 -0.1852 -0.2223
H 12.77667 -4.19437 -0.67314 -0.1565 -0.6256 -0.2755
H 11.20382 -5.03023 -0.20248 0.0111 0.3822 -0.2156
H 12.43234 -4.58590 0.99493 0.0819 -0.3884 -0.0076
H 12.28780 -2.20746 0.66051 0.2133 -0.0204 -0.4054
H 10.75700 -2.88983 1.10267 -0.2566 0.1592 0.0562
H 8.79624 0.64517 -1.77918 0.1724 0.3328 -0.2602
H 8.61737 -0.05950 -3.42861 -0.1883 -0.2005 0.3102
H 10.13607 0.65777 -3.04529 0.0535 0.3188 0.4891
C -3.67926 -6.82858 -5.65891 0.5238 0.1874 0.1573
C -4.83720 -7.38449 -6.39939 -1.4424 1.2145 -1.2117
O -5.92381 -7.67321 -5.47757 -1.7919 -1.5171 -0.3900
C -7.11977 -8.23465 -5.93145 -0.6100 -0.7780 -0.0073
O -8.04857 -8.61929 -5.22035 2.5997 1.2803 -1.3039
O -7.13829 -8.35875 -7.30531 -0.5357 -0.2678 1.0057
C -8.30990 -9.05028 -7.92743 1.2110 0.8624 0.4287
H -2.98856 -6.35382 -6.35578 0.2144 -0.5601 -0.3603
H -3.19653 -7.65440 -5.13632 0.2600 0.5102 0.4288
H -3.93262 -5.95528 -5.05787 -0.3300 -0.5106 0.6003
H -4.55852 -8.18988 -7.07893 -0.2301 -0.4761 0.5032
H -5.23849 -6.60813 -7.05081 0.0327 0.0714 -0.2228
H -9.21379 -8.44907 -7.82946 0.1627 -0.0128 0.1836
H -8.45967 -10.04781 -7.51438 0.1600 0.1888 0.0793
H -7.99001 -9.07917 -8.96903 -0.2304 -0.1909 0.1094
C -11.10200 0.86217 7.16591 -0.1353 -0.2607 -0.6449
C -10.57089 0.26830 5.82452 -0.9510 -0.0327 0.4039
O -9.15655 0.44733 5.67122 1.5647 1.3634 -1.2657
C -8.67007 1.42907 4.81500 -0.8869 0.4232 -0.9399
O -9.34902 2.28453 4.24927 1.2325 -1.7818 1.3647
O -7.31466 1.26831 4.60695 -3.4296 -1.5270 1.9593
C -6.65391 2.16701 3.78427 1.1815 0.1269 -0.6430
H -12.12044 0.55581 7.40475 -0.0873 -0.5525 -0.4292
H -11.21600 1.94558 7.20192 0.7378 0.0751 -0.2152
H -10.49958 0.47607 7.98818 0.1992 0.3022 -0.0600
H -11.12195 0.52456 4.91967 0.1624 0.9971 0.1232
H -10.74063 -0.80825 5.80625 0.4696 -0.1888 0.5538
H -6.06642 1.54324 3.11060 -0.0022 0.1286 -0.2478
H -5.93399 2.64365 4.44958 -0.1349 0.7586 -0.3891
H -7.31090 2.80812 3.19652 0.0824 0.1541 0.4164
C 4.67916 2.49014 2.37088 1.0742 0.6971 -1.6549
C 3.25380 2.09376 2.29585 -1.5547 -1.6588 2.4316
O 2.61833 2.44748 1.12022 0.6342 1.8546 -2.3339
C 1.47939 1.93026 0.71325 0.0451 -2.3800 0.5573
O 0.81406 1.17477 1.42226 0.3158 1.5769 -1.9218
O 1.37739 2.21901 -0.62750 0.1253 -0.1825 1.8294
C 0.30333 1.64148 -1.34874 -0.3774 0.5158 -0.6351
H 5.15947 2.23084 1.42740 0.0086 -0.5975 -0.1960
H 5.27289 1.98689 3.13397 -0.4417 0.2698 0.2573
H 4.84916 3.56523 2.31242 -0.2399 0.1690 0.8521
H 2.62480 2.44461 3.11399 0.2803 0.5255 0.3115
H 3.13937 1.01872 2.43479 0.2751 -0.3356 -0.2571
H 0.38397 0.56041 -1.46222 -0.1651 -0.0041 0.5781
H 0.39122 2.04578 -2.35716 0.1111 0.1009 0.0551
H -0.64286 2.01365 -0.95592 -0.0902 -0.5590 0.1362
O 4.06990 4.44722 9.03461 -1.1405 0.0189 0.2713
C 2.90505 4.20783 9.17112 1.0506 -1.7395 0.5341
O 2.42564 3.19087 9.98187 0.5021 -0.5092 0.8940
C 0.98168 3.09998 10.06984 1.2275 2.4157 -2.0330
C 0.68423 4.15797 8.96382 -1.9994 -0.6263 -0.5837
O 1.90064 4.73411 8.50432 -1.0751 0.7085 0.1730
H 0.58312 2.15821 9.69257 0.4236 -0.2101 0.7396
H 0.61158 3.45923 11.03008 0.2267 -0.5665 0.0933
H -0.06731 4.89016 9.25908 0.5345 0.4545 0.1808
H 0.21090 3.64271 8.12801 0.2459 0.0548 -0.2782
O 5.36686 -6.74862 -0.54244 -1.5629 2.5794 -0.2309
C 4.69850 -5.72994 -0.70899 3.0429 -3.3421 2.1546
O 3.86003 -5.55264 -1.66949 -1.2383 0.0491 -2.7695
C 3.50325 -4.21229 -1.71174 -2.0506 2.9175 0.4321
C 3.82630 -3.68468 -0.31775 -1.0477 0.1117 -0.1994
O 4.69776 -4.66686 0.09787 2.1838 -0.6316 1.8575
H 3.96121 -3.52335 -2.42147 0.5894 -0.9805 -0.6521
H 2.42835 -4.06455 -1.81600 -0.0400 -0.6037 -0.5283
H 2.94682 -3.70181 0.32593 -0.0648 0.0768 0.1187
H 4.26678 -2.68895 -0.26684 0.1861 -0.1744 -0.1736
O 11.88988 2.49080 7.94603 0.1399 1.6545 -1.8663
C 12.21755 3.12550 6.94996 -0.0867 -2.8515 3.3839
O 12.81259 4.27909 6.93994 0.6639 2.1617 0.6179
C 13.15355 4.67175 5.59753 0.3479 0.8989 1.4363
C 12.89363 3.43045 4.81827 -1.3618 0.6808 -1.0377
O 12.17947 2.63089 5.74100 -0.0600 -1.9414 -1.7207
H 12.49126 5.50053 5.34731 0.2925 0.0781 -0.1831
H 14.20296 4.96214 5.64760 -0.1747 0.2339 -0.2818
H 13.80507 3.03044 4.37403 -0.3063 -0.6905 0.2908
H 12.13033 3.66877 4.07755 0.5505 -0.2340 -0.6408
O -7.38521 -1.19824 -1.48493 -4.2510 0.7175 2.0478
C -8.57603 -1.14986 -1.07059 4.8385 -0.5304 -3.7232
O -9.52411 -0.42666 -1.67428 0.3533 1.1267 -1.3159
C -10.80886 -0.63119 -1.13114 0.6504 0.0302 2.0155
C -10.50082 -1.85494 -0.23965 -1.2592 -0.2540 0.2012
O -9.09068 -1.96179 -0.19708 -0.1647 -0.5931 1.0022
H -11.01890 0.21854 -0.48157 -0.2592 0.1954 -0.1720
H -11.61393 -0.73151 -1.85907 0.4794 -0.2615 -0.1846
H -10.92215 -2.73994 -0.71647 0.1315 -0.2653 0.4037
H -10.79443 -1.73829 0.80356 -0.5034 -0.1492 -0.2649
O 7.39134 13.51081 3.16195 0.4169 -2.1900 -1.2288
C 7.49699 12.44365 2.57690 -1.3332 3.9260 1.2181
O 8.27849 11.46125 2.93248 1.2833 -1.4075 0.8955
C 8.15099 10.42211 2.00393 -1.1679 -1.8174 -1.3827
C 6.88461 10.76811 1.23732 0.0803 -0.8135 -1.2960
O 6.78966 12.12867 1.48385 -0.8691 1.2639 -0.4661
H 8.94938 10.37221 1.26354 0.4738 0.2478 0.5469
H 7.94023 9.42312 2.38563 0.8091 0.1930 0.9028
H 5.94576 10.24668 1.42376 0.0276 0.0428 1.0487
H 7.01521 10.53350 0.18091 0.2765 0.5568 -0.2381
Cl -2.88180 -4.58140 6.22208 0.2725 -0.3406 0.4273
C -2.68309 -3.15959 5.17792 0.7188 -0.1183 0.3124
C -3.29248 -3.46154 3.85239 -1.4482 0.6134 -0.1877
Cl -2.28931 -4.53024 2.84250 -0.2203 0.2874 0.1616
H -1.62231 -2.95568 5.03205 0.0118 -0.0585 0.3017
H -3.12662 -2.34211 5.74635 -0.2003 0.0747 -0.5142
H -3.56095 -2.53586 3.34331 0.6675 0.0439 -0.4070
H -4.27581 -3.90362 4.01273 0.1988 -0.4982 -0.1061
```
Forces are in eV/Å.

Mulliken atomic charge list, values in e, 6 entries: -1.09, -0.29, -0.25, 0.78, -0.58, -0.32

A 6-piece molecular cluster, C37H64N3O14PS overall at a distorted geometry, computed with the ωB97M-V functional and the def2-TZVPD basis.

Calculated values
DFT total energy ... -3404.845225 Ha
Lowest unoccupied orbital energy ... -2.2 eV
2S+1 ... 1
SMILES string ... [H]/N=C(\C)Cc1c(P(O)O)c(CCCC(=O)OCC)c(CC)c2nsnc12.CCOC(C)=O.CCOC(C)=O.CCOC(C)=O.CCOC(C)=O.CCOC(C)=O

Structure (XYZ):
```
120
Properties=species:S:1:pos:R:3:forces:R:3
H -7.77109 -3.31166 -3.86906 0.7047 -0.2499 0.3774
N -6.85094 -3.43347 -3.39200 2.2366 5.8745 -0.5982
C -6.24757 -2.17513 -3.47790 -2.0223 -4.2856 0.0304
C -7.05887 -0.99449 -4.27488 -0.3523 0.0707 0.1777
C -4.75570 -2.04754 -2.79974 -0.6142 1.5476 0.8345
C -4.57059 -0.44625 -2.39147 1.1129 1.4185 -0.9590
C -3.74424 0.52908 -3.41789 -3.3136 -0.3551 5.0381
P -2.92373 -0.04419 -5.05976 1.2329 1.6772 -0.6297
O -1.91262 -1.44517 -4.84176 -3.5972 -0.4102 -1.1723
O -4.18237 -0.31392 -6.25115 0.3214 0.3167 1.8684
C -3.62015 2.14234 -3.00421 -2.5798 -1.5959 2.6720
C -2.84178 3.22409 -3.97971 0.7802 0.0274 0.6204
C -1.34055 3.49369 -3.30468 -0.2250 -0.1552 0.9463
C -0.17226 2.50393 -3.89115 0.7084 -0.7327 -0.3761
C 0.88512 2.00655 -2.70789 5.0532 3.3296 1.2345
O 1.96093 2.80365 -2.46027 -6.9842 -5.1782 -1.2362
O 0.69700 0.73133 -1.96737 0.1573 3.6075 -1.0174
C 0.81266 0.93152 -0.51231 -0.1053 -0.0373 2.5758
C 0.87312 -0.48886 0.35048 -0.2564 -0.1150 -0.1617
C -4.35613 2.61625 -1.57989 1.0495 -0.9612 -1.4946
C -4.30124 4.22477 -1.13571 -1.3033 -1.2259 -0.8853
C -5.32530 5.05486 -2.16234 0.6503 0.5653 0.0225
C -5.15430 1.60021 -0.57069 -0.8447 -2.7048 0.5628
N -5.85352 1.80863 0.75439 1.5969 -3.1368 -3.9785
S -6.49821 0.23163 1.27560 2.4181 1.2347 -4.1608
N -6.05132 -0.88814 -0.02653 2.5043 6.0712 -1.4127
C -5.28361 0.01705 -0.97641 0.1082 0.5002 -0.0861
H -6.84385 -1.03308 -5.43178 -0.2292 -0.0351 2.3615
H -8.22271 -1.18590 -4.12007 2.5686 0.2738 -0.3091
H -6.85615 0.09440 -3.89754 -0.1257 -2.1562 -0.6185
H -4.67722 -2.63684 -1.77005 -0.5657 1.0559 -2.4059
H -3.90988 -2.45479 -3.49841 -1.7040 1.0738 1.2047
H -2.33491 -2.26839 -5.26005 0.8455 1.4243 0.9172
H -4.73503 0.52371 -6.31504 1.0863 -1.3912 0.3039
H -3.41557 4.24845 -4.08970 0.9891 -2.2237 0.5359
H -2.63600 2.83158 -5.06315 -0.7593 0.3959 2.1767
H -1.46373 3.25239 -2.16154 0.2907 0.6097 -2.1374
H -1.01792 4.63251 -3.39067 -0.6359 -2.5320 0.0266
H -0.57665 1.53800 -4.43540 0.4659 1.9749 1.3010
H 0.45071 3.09666 -4.71211 -1.0944 -1.3570 2.0417
H 1.73988 1.56008 -0.17306 -1.6541 -1.1379 -1.1981
H -0.16024 1.50814 -0.17297 1.9023 -1.0913 -0.6066
H -0.17181 -1.04640 0.32957 2.1960 1.2252 -0.0784
H 1.69665 -1.23110 -0.03978 -1.6282 1.5905 0.5795
H 1.12715 -0.29646 1.49994 -0.6725 -0.1074 -2.6468
H -3.20846 4.65005 -1.20377 -2.2470 -0.9715 0.2978
H -4.78690 4.30710 -0.07220 1.4206 -0.2391 -1.9419
H -5.71099 4.36274 -3.05531 0.8058 1.6151 2.1349
H -6.22681 5.51445 -1.53567 1.9323 -1.1066 -1.5623
H -4.68275 5.95371 -2.60911 -1.6580 -1.8598 0.8158
C 4.76472 4.40686 -2.91870 0.2401 -0.0345 -0.1004
C 3.79391 5.43976 -2.37880 0.0779 -0.4223 -0.1369
O 4.47929 6.65707 -2.03295 -0.0829 0.6635 0.2271
C 4.75257 7.65386 -2.89950 0.7909 1.2966 0.6750
C 4.61120 7.39811 -4.37125 -0.6651 0.2206 -0.4310
O 5.18360 8.73051 -2.49209 -0.8094 -1.9756 -0.3956
H 5.24380 4.74817 -3.84007 -0.1115 0.0029 -0.0112
H 4.25091 3.46415 -3.12397 0.0267 0.1579 0.1031
H 5.56650 4.22160 -2.19562 -0.2364 -0.0049 -0.0119
H 2.96250 5.63464 -3.06369 0.1592 0.0524 0.0142
H 3.34763 5.06059 -1.45293 0.1853 0.3030 -0.1100
H 5.56966 7.06645 -4.77131 -0.0587 -0.0231 0.0207
H 4.32155 8.33426 -4.85938 0.3071 -0.1049 0.1595
H 3.83427 6.67549 -4.61733 0.2112 -0.1732 0.0310
C -0.04835 -5.94193 -1.39071 0.0159 0.2087 -0.1269
C 0.12661 -6.17034 0.09860 -0.1181 -0.0416 -0.3001
O 0.79613 -5.05484 0.71390 0.3139 0.0503 0.5260
C 0.17783 -3.94082 1.15642 0.8336 1.3407 0.7120
C -1.24170 -3.68352 0.74389 -0.5821 -0.2548 0.4742
O 0.79307 -3.11258 1.82459 -0.9255 -1.7232 -1.3833
H -0.67789 -5.07144 -1.59284 -0.0338 -0.1275 0.0371
H -0.50286 -6.81581 -1.86464 0.0485 0.0651 0.0659
H 0.92045 -5.74785 -1.86375 -0.1256 -0.1253 0.1301
H -0.81844 -6.39260 0.60436 0.0758 0.1632 -0.0511
H 0.77084 -7.04291 0.25268 0.0457 0.3551 0.1563
H -1.24755 -3.07726 -0.16227 -0.0056 -0.0405 -0.0083
H -1.74212 -3.13440 1.54800 0.2280 0.0549 -0.2535
H -1.82392 -4.59095 0.58918 0.0670 0.0431 -0.2287
C 4.09795 -0.96491 2.63706 -0.0284 0.2205 0.0736
C 5.07025 -0.94241 1.47303 -0.1653 -0.1490 0.3417
O 5.11213 0.36097 0.86422 0.1629 0.2210 -0.5483
C 5.89503 1.37622 1.28314 0.0169 1.5512 -0.7986
C 6.55723 1.27849 2.62604 0.7642 -0.2545 0.0678
O 6.00231 2.39757 0.60765 -0.4184 -1.9813 0.9008
H 4.40434 -0.27802 3.43031 -0.0038 -0.1486 -0.0303
H 4.02390 -1.97056 3.05898 -0.0093 0.0779 -0.0526
H 3.10261 -0.64546 2.30954 0.2164 -0.1692 0.0522
H 6.07270 -1.27974 1.75518 -0.0786 0.1641 0.0065
H 4.71844 -1.63504 0.70060 0.0993 0.3608 -0.0664
H 5.91439 1.73810 3.37719 0.0108 -0.0609 -0.0209
H 7.50726 1.82094 2.58422 -0.3484 0.1047 -0.0119
H 6.80355 0.25890 2.91948 -0.2439 0.0219 0.1113
C -2.23934 0.44019 3.75224 0.0672 0.2191 0.0689
C -1.41686 -0.83282 3.81399 -0.1294 0.2027 0.0226
O -0.01239 -0.53262 3.90640 0.3685 -0.2814 -0.1437
C 0.64301 -0.28612 5.05916 1.7715 0.3144 0.0870
C -0.15006 -0.01426 6.30359 -0.1435 -0.5891 0.5229
O 1.86981 -0.21050 5.07241 -2.2299 -0.2571 -0.4248
H -2.12411 1.03787 4.66023 -0.0806 -0.1146 -0.0290
H -3.29970 0.20891 3.62190 0.0807 0.0059 -0.0113
H -1.90977 1.06771 2.91702 -0.0676 -0.1906 0.0529
H -1.73302 -1.49956 4.62257 0.1118 0.1425 0.0080
H -1.55440 -1.39224 2.88217 0.3928 0.1218 0.1614
H -0.30454 1.06044 6.40278 -0.0201 -0.0465 -0.0096
H 0.42073 -0.37718 7.16444 0.0400 0.2814 -0.2297
H -1.10728 -0.53302 6.33470 -0.0793 0.2181 -0.1020
C 1.66066 -4.39943 4.36356 0.3043 0.2556 0.1151
C 2.48314 -5.67244 4.42531 -0.2744 0.2192 0.0933
O 3.88761 -5.37225 4.51772 0.4161 -0.3257 -0.1551
C 4.54301 -5.12575 5.67049 1.8016 0.3545 0.0727
C 3.74994 -4.85389 6.91491 -0.1503 -0.5728 0.5411
O 5.76981 -5.05012 5.68373 -2.2552 -0.2459 -0.4114
H 1.77589 -3.80175 5.27155 -0.0694 -0.1266 0.0443
H 0.60030 -4.63072 4.23322 0.0748 0.0058 -0.0407
H 1.99023 -3.77191 3.52834 -0.1605 -0.2823 0.1979
H 2.16698 -6.33918 5.23389 0.1408 0.1093 0.0211
H 2.34560 -6.23186 3.49349 0.3366 0.1169 0.1287
H 3.59546 -3.77918 7.01410 -0.0249 -0.0382 -0.0275
H 4.32073 -5.21680 7.77576 0.0460 0.2725 -0.2354
H 2.79272 -5.37264 6.94602 -0.0794 0.2186 -0.1105
```
Forces are in eV/Å.

Mulliken atomic charge list, values in e, 6 entries: 0.29, -0.69, 0.54, -0.88, -0.69, -0.03